Record 1
ORCA calculation (ωB97M-V/def2-TZVPD) on a single C5H9NO2S molecule.

Element x y z (Å)
C: -2.0751 -1.4921 0.2701
C: -0.0919 1.5659 0.5866
C: 0.1240 0.1445 -1.3282
C: 0.5369 0.6114 1.4239
C: 1.1348 -0.5609 -0.4292
N: -0.7681 0.9827 -0.5430
O: -2.5439 0.0077 -1.7819
O: 1.1849 -0.4054 0.8334
S: -2.1951 0.2899 -0.3808
H: -3.0401 -1.7008 0.6348
H: -0.8190 2.1191 1.1411
H: 0.5674 2.4503 0.2553
H: 0.6685 0.7481 -2.0980
H: -0.5159 -0.6139 -1.7603
H: 0.8458 0.8013 2.3959
H: -1.1729 -1.6281 1.0407
H: -1.9747 -2.0861 -0.6114
H: 1.6042 -1.5027 -0.6220

The value obtained for the HOMO energy (alpha / beta) is -7.6 / -7.4 eV. As for the calculated total energy: -21745.86717 eV. For the LUMO energy (alpha / beta), the calculation gives 0.80 / 0.49 eV. For the energy relative to the best compared isomer or geometry (same formula, charge and spin), the calculation gives 133.61 kcal/mol. For the frontier orbital gap (alpha / beta), the calculation gives 8.440 / 7.892 eV.

Electronic structure analysis, natural (NBO) charges in units of e: atom 1 (C): -0.84, atom 2 (C): -0.32, atom 3 (C): -0.32, atom 4 (C): -0.03, atom 5 (C): 0.08, atom 6 (N): -0.64, atom 7 (O): -0.99, atom 8 (O): -0.33, atom 9 (S): 1.44, atom 10 (H): 0.23, atom 11 (H): 0.24, atom 12 (H): 0.21, atom 13 (H): 0.22, atom 14 (H): 0.25, atom 15 (H): 0.18, atom 16 (H): 0.23, atom 17 (H): 0.23, atom 18 (H): 0.17

---

Record 2
ORCA calculation (ωB97M-V/def2-TZVPD) on a molecular structure, C8H18AuN2O6SSb.

Element x y z (Å)
Au: -0.6184 0.5421 -0.1261
N: -0.6325 0.1824 2.3003
C: -0.4396 1.5516 2.7829
C: -1.4255 2.4934 2.1032
O: -2.0503 3.3352 2.7079
N: -1.4999 2.2975 0.7312
C: -2.5207 2.8545 0.0166
C: -3.5850 1.5028 -0.4732
O: -4.7248 1.8749 -0.4793
O: -2.9337 0.4851 -0.7331
H: -1.4367 -0.2620 2.7223
H: 0.2005 -0.3808 2.4203
H: 0.5640 1.8626 2.4866
H: -0.5389 1.6586 3.8607
H: -2.2444 3.1649 -0.9926
H: -3.1439 3.5620 0.5515
C: 1.1804 -2.2064 -3.0286
Sb: 0.1713 -1.7531 -1.2145
C: -1.6430 -2.8048 -1.6552
C: 0.9964 -3.1411 0.1641
H: 1.1670 -3.2898 -3.1246
H: 2.1960 -1.8234 -2.9785
H: 0.6379 -1.7474 -3.8514
H: -1.4047 -3.8109 -2.0040
H: -2.1951 -2.2696 -2.4283
H: -2.2677 -2.8619 -0.7634
H: 1.1810 -4.0820 -0.3498
H: 0.2686 -3.2887 0.9602
H: 1.9177 -2.7311 0.5711
C: 3.7290 1.7634 0.2145
S: 2.5369 0.5312 -0.2492
O: 3.1933 -0.4598 -1.0806
O: 2.0260 -0.0104 1.0134
O: 1.4797 1.2763 -0.9928
H: 4.6866 1.2679 0.3568
H: 3.3848 2.2137 1.1418
H: 3.7878 2.5034 -0.5802

The value obtained for the HOMO energy (alpha / beta) is -8.6 / -9.6 eV. As for the calculated total energy: -44915.79715 eV. For the LUMO energy (alpha / beta), the calculation gives 0.45 / -2.28 eV. For the energy relative to the best compared isomer or geometry (same formula, charge and spin), the calculation gives 7.56 kcal/mol. The spin multiplicity is 3. For the frontier orbital gap (alpha / beta), the calculation gives 9.045 / 7.300 eV.

Electronic structure analysis, natural (NBO) charges in units of e: atom 1 (Au): 1.05, atom 2 (N): -0.86, atom 3 (C): -0.33, atom 4 (C): 0.64, atom 5 (O): -0.55, atom 6 (N): -0.62, atom 7 (C): -0.27, atom 8 (C): 0.84, atom 9 (O): -0.52, atom 10 (O): -0.70, atom 11 (H): 0.38, atom 12 (H): 0.41, atom 13 (H): 0.24, atom 14 (H): 0.21, atom 15 (H): 0.23, atom 16 (H): 0.24, atom 17 (C): -0.95, atom 18 (Sb): 1.19, atom 19 (C): -1.00, atom 20 (C): -0.98, atom 21 (H): 0.23, atom 22 (H): 0.27, atom 23 (H): 0.24, atom 24 (H): 0.23, atom 25 (H): 0.24, atom 26 (H): 0.24, atom 27 (H): 0.23, atom 28 (H): 0.23, atom 29 (H): 0.26, atom 30 (C): -0.89, atom 31 (S): 2.38, atom 32 (O): -1.00, atom 33 (O): -1.05, atom 34 (O): -1.03, atom 35 (H): 0.25, atom 36 (H): 0.24, atom 37 (H): 0.25

---

Record 3
ORCA calculation (ωB97M-V/def2-TZVPD) on 3 unconnected molecules or ions with the total composition C6H14O.

Element x y z (Å)
C: -1.5702 -2.4164 -0.2545
O: -1.0564 -1.2862 0.2437
C: -0.0150 -0.7404 -0.3524
C: 0.4104 0.6142 0.1887
C: 1.3597 1.2301 -0.8429
C: -0.8198 1.5080 0.3800
C: 1.1517 0.4818 1.5388
H: -1.4739 -1.7324 -1.7839
H: -2.4656 -2.6991 0.3025
H: -0.8560 -3.2171 -0.4581
H: -0.8781 -1.0490 -1.9197
H: 0.7693 -1.4331 -0.6719
H: 2.2333 0.5870 -1.0073
H: 1.7214 2.2054 -0.4984
H: 0.8497 1.3658 -1.8021
H: -1.5018 1.0871 1.1261
H: -1.3694 1.6105 -0.5613
H: -0.5175 2.5059 0.7187
H: 0.5085 0.0433 2.3099
H: 1.4682 1.4728 1.8934
H: 2.0517 -0.1382 1.4505

The value obtained for the HOMO energy is -8.1 eV. As for the calculated total energy: -8492.56206 eV. For the LUMO energy, the calculation gives 0.78 eV. For the energy relative to the best compared isomer or geometry (same formula, charge and spin), the calculation gives 99.86 kcal/mol. For the frontier orbital gap, the calculation gives 8.874 eV.

Electronic structure analysis, natural (NBO) charges in units of e: atom 1 (C): -0.20, atom 2 (O): -0.42, atom 3 (C): 0.13, atom 4 (C): -0.14, atom 5 (C): -0.60, atom 6 (C): -0.60, atom 7 (C): -0.60, atom 8 (H): 0.02, atom 9 (H): 0.19, atom 10 (H): 0.16, atom 11 (H): -0.02, atom 12 (H): 0.17, atom 13 (H): 0.21, atom 14 (H): 0.21, atom 15 (H): 0.22, atom 16 (H): 0.22, atom 17 (H): 0.22, atom 18 (H): 0.21, atom 19 (H): 0.21, atom 20 (H): 0.21, atom 21 (H): 0.21

---

Record 4
ORCA calculation (ωB97M-V/def2-TZVPD) on 6 unconnected molecules or ions with the total composition C24H33ClFN8.

Element x y z (Å)
N: 2.1239 -1.7584 0.3716
C: 0.8547 -1.4091 -0.0173
N: -0.1383 -2.4303 -0.3357
C: -1.5051 -2.0972 0.1578
C: -1.5294 -0.7263 0.9686
F: -2.8547 -0.3646 1.2822
C: -0.8482 0.3431 -0.0125
Cl: -1.4494 0.1873 -1.7481
N: 0.6097 0.0188 -0.0269
H: 2.3297 -1.5420 1.3544
H: 2.8332 -2.1303 -0.2655
H: -0.1241 -2.7169 -1.3223
H: -2.3101 -2.1365 -0.6353
H: -1.7804 -2.9146 0.9028
H: -0.9317 -0.8177 1.9323
H: -1.0759 1.4015 0.3051
H: 0.9766 0.3655 0.8815
N: 1.0102 3.0920 -0.7539
C: 0.5156 4.2970 -0.3239
C: 1.5685 5.1685 -0.2103
C: 2.7415 4.4680 -0.5906
C: 2.3675 3.1910 -0.9234
H: 0.4665 2.2684 -0.9176
H: -0.5392 4.4277 -0.1357
H: 1.5034 6.1969 0.1095
H: 3.7477 4.8570 -0.6179
H: 2.9464 2.3464 -1.2639
N: 2.2586 -4.7252 -1.2272
C: 3.3605 -4.3288 -1.9455
C: 4.1696 -5.4223 -2.1178
C: 3.5346 -6.5215 -1.4891
C: 2.3584 -6.0647 -0.9514
H: 1.5033 -4.1257 -0.9513
H: 3.4721 -3.3042 -2.2698
H: 5.1134 -5.4316 -2.6404
H: 3.8985 -7.5356 -1.4367
H: 1.5858 -6.5735 -0.3969
N: 2.9808 8.7495 3.9446
C: 3.6931 7.7186 3.3944
C: 2.8226 6.9426 2.6706
C: 1.5377 7.5312 2.7845
C: 1.6675 8.6461 3.5742
H: 3.3633 9.4718 4.5299
H: 4.7538 7.6258 3.5659
H: 3.0810 6.0513 2.1196
H: 0.6206 7.1785 2.3376
H: 0.9409 9.3714 3.9043
N: -1.4024 -6.2129 -1.0687
C: -1.2950 -7.3663 -0.3360
C: -2.1156 -8.3062 -0.9048
C: -2.7383 -7.7016 -2.0260
C: -2.2780 -6.4121 -2.1050
H: -0.9153 -5.3571 -0.8770
H: -0.6466 -7.4165 0.5249
H: -2.2526 -9.3174 -0.5547
H: -3.4443 -8.1607 -2.7004
H: -2.4971 -5.6210 -2.8051
N: -4.0468 1.7059 -0.2968
C: -5.1586 1.6735 0.5027
C: -5.8940 2.8038 0.2490
C: -5.2044 3.5440 -0.7443
C: -4.0701 2.8418 -1.0643
H: -3.3268 1.0060 -0.3179
H: -5.3284 0.8527 1.1812
H: -6.8257 3.0688 0.7240
H: -5.5058 4.4854 -1.1769
H: -3.2792 3.0511 -1.7684

The value obtained for the HOMO energy is -9.8 eV. The charge is +1. As for the calculated total energy: -52573.36157 eV. For the LUMO energy, the calculation gives -6.25 eV. For the frontier orbital gap, the calculation gives 3.511 eV.

Electronic structure analysis, natural (NBO) charges in units of e: atom 1 (N): -0.87, atom 2 (C): 0.77, atom 3 (N): -0.63, atom 4 (C): -0.28, atom 5 (C): 0.18, atom 6 (F): -0.32, atom 7 (C): -0.11, atom 8 (Cl): -0.01, atom 9 (N): -0.53, atom 10 (H): 0.44, atom 11 (H): 0.46, atom 12 (H): 0.45, atom 13 (H): 0.26, atom 14 (H): 0.25, atom 15 (H): 0.20, atom 16 (H): 0.29, atom 17 (H): 0.43, atom 18 (N): -0.53, atom 19 (C): -0.07, atom 20 (C): -0.29, atom 21 (C): -0.29, atom 22 (C): -0.09, atom 23 (H): 0.38, atom 24 (H): 0.21, atom 25 (H): 0.24, atom 26 (H): 0.23, atom 27 (H): 0.20, atom 28 (N): -0.53, atom 29 (C): -0.12, atom 30 (C): -0.28, atom 31 (C): -0.27, atom 32 (C): -0.07, atom 33 (H): 0.38, atom 34 (H): 0.19, atom 35 (H): 0.24, atom 36 (H): 0.24, atom 37 (H): 0.22, atom 38 (N): -0.50, atom 39 (C): -0.07, atom 40 (C): -0.32, atom 41 (C): -0.31, atom 42 (C): -0.07, atom 43 (H): 0.42, atom 44 (H): 0.21, atom 45 (H): 0.22, atom 46 (H): 0.22, atom 47 (H): 0.21, atom 48 (N): -0.52, atom 49 (C): -0.09, atom 50 (C): -0.28, atom 51 (C): -0.29, atom 52 (C): -0.08, atom 53 (H): 0.38, atom 54 (H): 0.21, atom 55 (H): 0.23, atom 56 (H): 0.23, atom 57 (H): 0.21, atom 58 (N): -0.53, atom 59 (C): -0.08, atom 60 (C): -0.29, atom 61 (C): -0.28, atom 62 (C): -0.10, atom 63 (H): 0.39, atom 64 (H): 0.21, atom 65 (H): 0.23, atom 66 (H): 0.23, atom 67 (H): 0.21

---

- Number 4 is which compound?
  C24H33ClFN8